The following is a DFT calculation (ωB97M-V with the def2-TZVPD basis set) of the ion C7H12NS with charge +1 at a distorted geometry.

Each atom is followed by the atoms it is bonded to, with distances in Å.
Element x y z (Å)
1 C -0.716 1.160 -0.770  C2 1.549, C4 1.489, H10 1.162, H11 1.074
2 C 0.343 2.054 -0.078  C1 1.549, C6 1.441, H12 1.134, H13 1.134
3 C -2.067 -1.063 -0.232  C4 1.586, H14 1.140, H15 1.133, H21 1.098
4 C -1.049 0.075 0.194  C1 1.489, C3 1.586, C5 1.665, H16 1.197
5 C 0.476 -0.290 0.756  C4 1.665, C6 1.612, C7 1.480, H17 1.160
6 C 1.197 1.148 0.647  C2 1.441, C5 1.612, S9 1.843, H18 1.150
7 C 1.567 -0.995 0.048  C5 1.480, N8 1.335, S9 1.748
8 N 1.735 -2.306 -0.139  C7 1.335, H19 0.991, H20 1.035
9 S 2.564 0.391 -0.330  C6 1.843, C7 1.748
10 H -1.680 1.771 -0.988  C1 1.162
11 H -0.360 0.940 -1.759  C1 1.074
12 H 0.939 2.702 -0.792  C2 1.134
13 H -0.246 2.826 0.507  C2 1.134
14 H -1.440 -1.969 -0.525  C3 1.140
15 H -2.766 -0.770 -1.074  C3 1.133
16 H -1.515 0.678 1.116  C4 1.197
17 H 0.288 -0.760 1.799  C5 1.160
18 H 1.815 1.436 1.573  C6 1.150
19 H 1.252 -2.991 0.390  N8 0.991
20 H 2.318 -2.580 -0.948  N8 1.035
21 H -2.657 -1.457 0.606  C3 1.098

Lowest unoccupied orbital energy (alpha / beta), eV: -3.7 / -8.3
Energy relative to the best compared isomer or geometry (same formula, charge and spin), kJ/mol: 35.30
Kohn-Sham gap (alpha / beta), eV: 7.21 / 6.28
2S+1: 3
Charge: +1
<S²>: 2.0071